# 1
ORCA calculation (ωB97M-V/def2-TZVPD) on a gas-phase ion, CH4N (charge +1) at a distorted geometry.

The geometry in XYZ format:
```
6
Properties=species:S:1:pos:R:3:forces:R:3:mulliken_charge:R:1
C -0.375 -0.553 0.153 1.99 2.87 0.81 0.04
N 0.401 0.548 0.005 -2.06 -3.57 -2.47 -0.23
H -1.096 -0.616 1.058 1.07 -0.06 -1.94 0.30
H -0.102 -1.331 -0.622 -0.81 0.47 1.46 0.26
H 0.954 0.436 -0.884 -0.26 0.82 1.40 0.32
H 0.218 1.515 0.290 0.06 -0.52 0.75 0.31
```
Forces are in eV/Å.

Output
* total charge: +1



# 2
ORCA calculation (ωB97M-V/def2-TZVPD) on 12 unconnected molecules or ions with the total composition C46H59F33O26S at a distorted geometry.

The geometry in XYZ format:
```
165
Properties=species:S:1:pos:R:3:forces:R:3:mulliken_charge:R:1
C 9.580 -0.318 4.778 -0.86 0.62 -0.48 -1.16
C 8.209 0.431 4.858 1.46 0.83 0.25 -0.15
O 7.441 0.283 3.694 -4.12 -0.56 -2.99 -0.27
C 6.124 0.817 3.694 0.77 -0.18 4.83 0.35
O 5.582 1.181 4.755 1.51 -0.86 -3.74 -0.52
C 5.369 0.793 2.333 -0.24 0.04 0.60 0.88
F 6.119 1.310 1.394 0.78 0.40 -0.88 -0.25
F 5.067 -0.454 2.022 0.12 -0.91 -0.15 -0.24
F 4.207 1.460 2.338 0.50 0.13 0.65 -0.23
H 10.022 -0.124 3.801 -0.19 -0.31 -0.21 0.32
H 9.526 -1.388 4.975 -0.12 0.11 -0.09 0.32
H 10.307 0.140 5.450 -0.36 -0.01 0.41 0.37
H 8.392 1.489 4.670 0.61 0.39 1.80 0.27
H 7.627 0.182 5.746 0.12 0.29 -0.01 0.32
C -3.318 3.045 -9.109 0.84 -0.77 0.25 -1.12
C -4.234 1.821 -8.964 -1.18 1.23 -0.20 -0.24
O -3.660 0.777 -8.201 1.49 -0.11 0.15 -0.24
C -3.684 -0.525 -8.459 -2.69 0.13 -0.37 0.34
O -4.472 -1.097 -9.167 0.87 0.24 -0.22 -0.53
C -2.823 -1.271 -7.446 0.77 1.64 -0.37 0.92
F -3.581 -1.631 -6.407 0.53 -0.12 -0.08 -0.22
F -2.211 -2.317 -7.977 -0.16 -0.11 0.32 -0.24
F -1.887 -0.356 -7.064 0.08 -1.26 0.69 -0.26
H -2.437 2.775 -9.692 -0.15 0.10 -0.47 0.31
H -2.861 3.399 -8.185 -0.49 -0.17 0.38 0.32
H -3.843 3.892 -9.553 -0.06 -0.25 -0.16 0.36
H -4.603 1.521 -9.945 0.29 -0.49 0.03 0.34
H -5.119 2.135 -8.410 -0.12 -0.06 0.06 0.26
C -0.512 -1.765 -1.885 -0.38 0.81 1.59 -1.11
C -0.338 -1.031 -0.410 -1.59 -2.02 -2.41 -0.31
O -0.588 0.354 -0.657 1.25 1.08 -0.53 -0.24
C -0.946 1.153 0.338 -1.10 -1.56 0.50 0.46
O -1.265 0.742 1.423 0.36 0.78 -0.12 -0.57
C -1.021 2.664 -0.022 -0.65 -0.43 0.82 0.83
F -0.942 2.961 -1.306 -1.12 -0.18 -0.28 -0.22
F -2.191 3.158 0.577 2.14 -0.37 -1.37 -0.24
F 0.065 3.210 0.498 0.07 0.68 1.05 -0.23
H -0.081 -2.766 -1.866 0.10 0.15 0.02 0.34
H -0.178 -1.203 -2.757 0.96 0.27 0.51 0.33
H -1.556 -1.857 -2.186 -0.32 -0.20 0.75 0.33
H 0.588 -1.353 0.067 0.49 1.05 -0.29 0.29
H -1.100 -1.387 0.284 -0.22 -0.08 -0.24 0.32
C 1.174 -2.910 5.473 -0.72 -0.78 0.50 -1.19
C 0.936 -3.721 4.177 0.18 3.42 0.90 -0.09
O 1.595 -4.939 4.170 2.72 -2.09 -0.24 -0.27
C 2.993 -5.023 3.960 -1.81 0.70 -1.08 0.34
O 3.716 -4.133 3.617 -0.70 -0.67 0.69 -0.50
C 3.506 -6.520 4.017 2.34 1.24 1.21 0.84
F 2.556 -7.387 4.032 -0.97 -0.95 0.10 -0.20
F 4.376 -6.802 3.037 -0.80 0.42 -0.56 -0.24
F 4.311 -6.657 5.137 -1.33 0.23 -0.31 -0.27
H 0.839 -3.478 6.341 0.17 -0.41 0.05 0.32
H 0.475 -2.075 5.507 0.36 0.38 -0.38 0.39
H 2.202 -2.608 5.676 -0.08 0.12 -0.40 0.31
H 1.229 -3.023 3.393 0.49 -0.49 -0.54 0.22
H -0.146 -3.779 4.056 0.13 -1.11 0.01 0.36
C -5.683 -1.296 1.178 0.88 -0.21 0.45 -1.01
C -5.516 -1.556 2.704 -3.14 1.21 -0.77 -0.23
O -6.195 -2.794 3.012 -0.71 -3.68 0.12 -0.28
C -7.548 -3.092 2.958 -0.23 5.39 -0.63 0.38
O -8.427 -2.238 2.749 2.42 -2.65 0.30 -0.54
C -7.942 -4.499 3.409 0.73 0.22 -0.52 0.86
F -6.853 -5.242 3.536 0.14 -0.69 0.08 -0.24
F -8.532 -4.381 4.580 -0.34 -0.10 0.82 -0.25
F -8.796 -5.092 2.576 0.23 0.17 -0.12 -0.23
H -5.127 -0.456 0.761 -0.16 0.53 0.64 0.35
H -6.739 -1.202 0.921 0.16 -0.10 0.03 0.33
H -5.207 -2.098 0.616 -0.39 -0.52 0.14 0.26
H -6.194 -0.944 3.298 0.53 1.35 -0.34 0.29
H -4.520 -1.461 3.137 -0.08 -0.93 -0.22 0.32
C 0.526 -11.205 -0.269 -0.38 0.64 0.62 -1.10
C 0.497 -9.665 -0.141 0.83 -0.52 -0.66 -0.18
O -0.870 -9.321 0.059 -1.59 1.52 1.30 -0.21
C -1.088 -8.022 0.374 3.01 1.15 -2.40 0.36
O -0.181 -7.193 0.346 -1.75 -1.32 0.52 -0.60
C -2.533 -7.520 0.616 2.34 -0.03 0.37 0.91
F -2.863 -6.442 -0.112 0.08 -0.84 0.27 -0.21
F -3.389 -8.482 0.485 -1.52 -0.65 -0.35 -0.25
F -2.432 -7.169 1.897 -0.97 0.61 0.81 -0.26
H -0.484 -11.580 -0.434 0.02 0.20 -0.69 0.31
H 0.714 -11.633 0.716 0.65 -0.05 -0.09 0.33
H 1.217 -11.557 -1.035 -0.06 -0.04 0.24 0.30
H 0.856 -9.090 -0.994 -0.17 -0.43 -0.52 0.32
H 1.165 -9.277 0.627 -0.46 -0.20 0.58 0.29
C 3.338 2.094 -3.574 0.90 0.41 0.00 -1.11
C 4.810 2.206 -3.922 0.19 -2.58 -1.73 -0.29
O 5.252 3.472 -3.695 3.43 4.99 0.40 -0.13
C 6.557 3.890 -4.072 0.96 -6.08 -1.79 0.25
O 7.368 3.093 -4.645 -3.51 3.61 2.35 -0.54
C 7.044 5.290 -3.661 -0.24 -0.44 -2.04 0.91
F 7.474 5.953 -4.768 1.25 -0.96 0.40 -0.26
F 6.040 6.058 -3.327 -0.61 0.29 2.33 -0.24
F 8.044 5.096 -2.768 -1.25 1.10 -0.59 -0.22
H 2.756 2.783 -4.186 -0.02 -0.05 0.02 0.29
H 3.269 2.402 -2.531 -0.54 -0.36 0.07 0.28
H 3.033 1.069 -3.783 -0.20 0.08 0.36 0.39
H 4.998 1.956 -4.966 -0.26 0.02 -0.36 0.30
H 5.450 1.474 -3.429 -0.13 -0.02 0.62 0.34
C 1.346 12.984 4.416 0.40 -0.92 2.81 -1.24
C 0.483 12.534 3.312 -0.34 1.04 -3.01 -0.10
O -0.038 11.189 3.421 -0.51 -1.49 0.09 -0.24
C -0.682 10.529 2.408 -0.18 3.60 -2.06 0.34
O -1.141 11.084 1.405 1.24 -1.40 2.38 -0.54
C -0.876 9.001 2.563 -0.15 1.29 1.44 0.86
F -0.468 8.371 1.439 -0.17 0.15 1.78 -0.20
F -0.275 8.634 3.737 -0.16 -0.72 -1.83 -0.23
F -2.200 8.806 2.745 0.62 -0.43 -0.45 -0.25
H 1.989 12.203 4.820 0.33 -0.14 -0.45 0.33
H 0.735 13.200 5.292 -0.34 0.09 0.07 0.32
H 1.947 13.889 4.327 -0.17 -0.12 -0.95 0.37
H 0.975 12.595 2.342 0.46 -0.36 -0.02 0.30
H -0.246 13.332 3.170 -1.00 -0.61 0.19 0.28
C -8.191 -9.030 -0.019 0.16 0.98 0.24 -1.02
C -8.138 -8.905 -1.541 -2.05 -1.38 0.68 -0.20
O -7.363 -7.969 -2.204 2.94 -0.21 -0.31 -0.29
C -7.386 -6.698 -1.989 -1.45 1.86 -0.40 0.42
O -8.199 -6.057 -1.375 0.35 -0.48 0.56 -0.53
C -6.440 -5.912 -2.932 -0.43 -0.44 0.26 0.84
F -7.182 -5.384 -3.903 -0.20 -0.27 -0.68 -0.26
F -5.918 -4.871 -2.302 0.83 -0.16 0.35 -0.24
F -5.510 -6.713 -3.467 0.17 0.61 0.09 -0.24
H -8.449 -8.103 0.493 0.17 0.17 -0.15 0.29
H -7.259 -9.411 0.400 0.02 0.01 -0.07 0.28
H -8.998 -9.709 0.256 0.10 -0.24 -0.31 0.36
H -9.125 -8.689 -1.950 -0.42 -0.61 0.32 0.35
H -7.776 -9.879 -1.870 -0.15 0.20 -0.53 0.25
C 5.575 -4.042 -2.050 -0.59 0.82 -0.90 -1.06
C 4.125 -4.251 -2.567 0.87 0.46 1.29 -0.18
O 3.998 -4.965 -3.805 -0.40 -1.53 0.85 -0.31
C 4.052 -4.298 -4.933 0.72 2.18 1.77 0.30
O 4.395 -3.148 -4.982 -0.36 0.04 -0.82 -0.55
C 3.786 -5.194 -6.099 1.14 1.84 -0.84 0.99
F 2.843 -6.032 -5.874 -1.64 -1.53 0.00 -0.23
F 3.545 -4.485 -7.209 -0.41 -0.10 0.10 -0.25
F 4.936 -5.812 -6.284 1.04 -1.29 -0.48 -0.25
H 6.127 -3.446 -2.776 0.37 -0.47 -0.13 0.35
H 6.058 -4.972 -1.750 0.02 0.04 -0.39 0.29
H 5.563 -3.393 -1.174 -0.38 -0.12 0.20 0.32
H 3.565 -3.322 -2.672 0.27 0.09 0.06 0.32
H 3.691 -4.827 -1.749 -0.67 -0.41 -0.68 0.26
C 3.723 10.191 -3.014 0.25 0.92 -0.87 -1.21
C 3.400 10.179 -1.552 -1.03 0.00 -0.92 -0.13
O 3.588 8.799 -1.248 0.48 -1.54 2.11 -0.16
C 3.538 8.411 0.039 0.50 1.69 1.35 0.27
O 3.466 9.168 1.005 -0.07 -1.80 -2.11 -0.56
C 3.712 6.845 0.237 -0.81 0.56 -0.64 0.91
F 3.229 6.149 -0.804 0.08 0.25 0.00 -0.24
F 5.004 6.526 0.356 -0.21 0.17 0.35 -0.24
F 3.015 6.466 1.312 0.61 0.14 -0.08 -0.22
H 3.088 9.579 -3.655 -0.07 -0.17 0.37 0.31
H 4.758 9.876 -3.140 -0.01 -0.08 -0.07 0.30
H 3.659 11.206 -3.406 -0.01 0.12 0.01 0.40
H 2.347 10.360 -1.338 0.00 0.41 -0.05 0.27
H 4.003 10.933 -1.045 0.25 -0.66 0.56 0.30
C -5.159 3.595 5.624 -1.02 -0.01 0.49 -0.30
C -5.061 5.092 5.830 -1.84 0.69 -1.74 -0.23
O -4.939 5.374 7.220 0.39 0.22 0.65 -0.28
S -5.001 4.041 8.103 -1.82 -1.36 -0.69 1.11
O -6.388 3.692 8.427 2.41 0.81 -0.79 -0.54
O -4.045 4.025 9.173 -0.56 0.13 -1.79 -0.52
O -4.555 3.154 6.772 2.52 -1.80 3.88 -0.35
H -4.650 3.232 4.731 0.08 0.01 0.24 0.28
H -6.141 3.140 5.752 -0.64 0.64 -1.11 0.27
H -6.011 5.507 5.494 0.08 0.41 0.04 0.23
H -4.283 5.507 5.189 0.40 0.24 0.81 0.32
```
Forces are in eV/Å.

Output
* total charge: 0



Here are the calculated highest occupied orbital energy numbers, same order: -19.9; -11.1 (eV).